*w*
Molecular formula: C6H11N4
Method: DFT, ωB97M-V/def2-TZVPD

Last column: Löwdin charge in e.
Positions of all 21 atoms, in Å:
C -1.98907 0.72898 1.74846  -0.1604
C -3.22381 -0.32694 0.28220  -0.1090
C -1.26374 0.51433 0.68032  0.0172
C 1.30881 0.33933 0.61698  -0.1001
C -1.52663 -0.47900 -1.58508  -0.0397
C 3.19162 -0.19008 -0.88815  -0.0378
N -3.27680 0.26990 1.45915  0.0810
N -1.96848 -0.10183 -0.30169  -0.1364
N 1.77179 0.04770 -0.58182  -0.0147
N 1.78041 0.29392 1.82055  0.1643
H -1.88609 1.45335 2.62478  0.1396
H -4.11072 -0.64474 -0.39317  0.1719
H -2.34620 -0.90373 -2.18885  0.1196
H -1.10272 0.40482 -2.01190  0.0999
H -0.88655 -1.28136 -1.62133  0.0611
H 3.57141 -1.23755 -0.47953  0.1450
H 3.17764 -0.27971 -2.00412  0.1038
H 3.72757 0.72735 -0.70135  0.0878
H 1.06676 -0.19981 -1.24105  0.0984
H 1.19463 0.58458 2.61780  0.1364
H 2.79016 0.28051 2.14781  0.1722

As for the total charge: +1. The LUMO energy (spin up / spin down) comes out at -0.1986 / -0.2080 Ha. The HOMO-LUMO gap (spin up / spin down) is 7.579 / 7.408 eV.


*x*
Molecular formula: C6H11N4
Method: DFT, ωB97M-V/def2-TZVPD

Last column: Löwdin charge in e.
Positions of all 21 atoms, in Å:
C -2.90924 -1.44686 -0.08928  -0.0128
C -1.70182 -0.63969 0.00912  -0.3308
C -1.63127 0.74103 -0.39122  0.0357
C -0.33700 1.18967 -0.33392  -0.1756
C 0.37768 2.38762 -0.71259  -0.0399
N 0.45600 -0.04980 0.11282  0.0432
C 1.80355 -0.58010 0.40503  -0.2788
N 1.80522 -1.69062 1.09384  0.2184
N 2.90798 0.12080 0.14537  0.2382
N -0.51727 -1.03809 0.36266  0.0799
H -2.61289 -2.53446 -0.28242  0.1224
H -3.49170 -1.09439 -0.84230  0.0471
H -3.48006 -1.49974 0.86998  0.1136
H -2.47800 1.45710 -0.70046  0.1638
H 1.15853 2.41285 -0.06116  0.0346
H -0.24313 3.31320 -0.94465  0.1350
H 0.93928 2.32781 -1.67489  0.1096
H 0.90182 -2.09585 1.18022  0.0931
H 2.58010 -2.21682 1.53783  0.1739
H 2.75450 0.92247 -0.39298  0.0945
H 3.71776 0.01387 0.70898  0.1350

As for the total charge: +1. The LUMO energy comes out at -0.1335 Ha. The HOMO-LUMO gap is 9.567 eV. Its SMILES is Cc1cc(C)n(C(N)=[NH2+])n1.


Energy ordering: *x* at the bottom, the next structure 97.3 kcal/mol above.


*w*
Molecular formula: CHF3N2
Method: DFT, ωB97M-V/def2-TZVPD

Last column: Löwdin charge in e.
Positions of all 7 atoms, in Å:
C 0.06272 0.30651 -0.08660  -0.1978
N 1.63683 -0.71168 0.13447  0.0123
N -1.15170 -0.20215 -0.21180  0.0629
F 0.17180 1.60771 -0.03017  0.1229
F 2.59824 0.22241 0.15004  -0.2041
F -1.32670 -1.53840 -0.01414  0.0285
H -1.99120 0.31559 0.05820  0.1752

The LUMO energy (spin up / spin down) comes out at 0.0071 / 0.0070 Ha. The HOMO-LUMO gap (spin up / spin down) is 8.306 / 8.303 eV.


*x*
Molecular formula: CHF3N2
Method: DFT, ωB97M-V/def2-TZVPD

Last column: Löwdin charge in e.
Positions of all 7 atoms, in Å:
H 0.59461 -0.00923 0.42871  0.1039
N -0.41223 0.50023 0.43470  0.1311
C -1.43563 -0.39557 -0.05395  -0.3596
F -1.16466 -1.64025 -0.43773  0.1106
N -2.70494 0.11221 -0.39055  0.0116
F -3.61170 -0.36797 0.67137  -0.0216
F -2.69460 1.50273 -0.42103  0.0239

The LUMO energy (spin up / spin down) comes out at -0.0330 / -0.0330 Ha. The HOMO-LUMO gap (spin up / spin down) is 10.319 / 10.318 eV. Its SMILES is [H]/N=C(\F)N(F)F.


*y*
Molecular formula: CHF3N2
Method: DFT, ωB97M-V/def2-TZVPD

Last column: Löwdin charge in e.
Positions of all 7 atoms, in Å:
F 2.45869 0.05157 0.27567  -0.0251
N 1.18718 0.51634 0.26778  0.1027
C 0.22063 -0.23151 0.01718  -0.4346
F 0.25569 -1.51176 -0.09979  0.1708
N -1.08857 0.19917 -0.40128  0.0852
F -1.43433 1.49978 -0.08854  -0.0124
H -1.59928 -0.52360 0.02899  0.1134

The LUMO energy comes out at 0.0248 Ha. The HOMO-LUMO gap is 11.428 eV. Its SMILES is F/N=C(\F)NF.


Energy ordering: *y* at the bottom, the next structure 18.7 kcal/mol above.


*w*
Molecular formula: H4NPS
Method: DFT, ωB97M-V/def2-TZVPD

Last column: Löwdin charge in e.
Positions of all 7 atoms, in Å:
N -0.67575 0.53683 0.33908  -0.3676
P 0.28243 -0.83616 0.37089  0.3434
S 1.33994 -0.75046 -1.35015  0.2682
H -0.60832 1.22284 -0.45818  0.0512
H -1.61470 0.38130 0.71837  0.0119
H 1.39789 -0.14292 0.74017  -0.1461
H 0.78038 -1.40784 -2.47074  -0.1611

The LUMO energy comes out at 0.0318 Ha. The HOMO-LUMO gap is 9.820 eV. Its SMILES is NPS.


*x*
Molecular formula: H4NPS
Method: DFT, ωB97M-V/def2-TZVPD

Last column: Löwdin charge in e.
Positions of all 7 atoms, in Å:
N 1.48993 0.60810 0.10625  -0.3838
S 0.41685 -0.76198 -0.02776  0.3669
P -1.52276 0.13429 0.02694  0.4684
H 1.79803 0.46665 1.05668  -0.0056
H 2.13134 0.41128 -0.58362  -0.0456
H -2.01626 -0.86987 -0.58881  -0.2523
H -1.98866 -0.28227 1.32001  -0.1480

The LUMO energy comes out at 0.0261 Ha. The HOMO-LUMO gap is 9.579 eV. Its SMILES is NSP.


Energy ordering: *w* at the bottom, the next structure 18.9 kcal/mol above.